{"formula": "C5H6S", "method": "the ωB97M-V functional and the def2-TZVPD basis", "symbols": ["C", "C", "H", "S", "C", "C", "H", "H", "H", "H", "H", "C"], "xyz": [[0.1294, 0.2863, -0.1559], [0.5409, 1.4431, 0.2007], [0.0116, 2.4102, 0.3091], [-2.3854, -0.8921, 0.0618], [0.9436, -0.8859, -0.0862], [1.7223, -1.7613, -0.2633], [-1.4819, 1.3899, -0.3465], [-1.3423, 0.3587, -1.7273], [1.5296, 1.5782, 0.8301], [-0.8541, -1.5753, 1.7104], [2.4335, -2.6868, -0.0007], [-1.2472, 0.3350, -0.5321]], "forces_ev_per_a": [[0.347, -2.049, 0.093], [4.872, 4.505, 4.369], [-0.217, -1.075, -0.605], [2.095, -1.028, 2.418], [-1.219, 1.673, -0.558], [3.408, -4.649, 1.476], [-1.032, -0.654, 0.379], [0.157, -0.699, 2.134], [-1.478, -0.547, -1.902], [-2.168, 0.940, -2.191], [-2.081, 2.779, -1.189], [-2.684, 0.805, -4.425]], "charge": 0, "gap_ev": 7.05, "e_above_lowest_kcal_mol": 155.0, "energy_ha": -592.02491}

***

{"formula": "C11H12NO6Rh", "method": "the ωB97M-V functional and the def2-TZVPD basis", "symbols": ["O", "H", "O", "C", "H", "H", "C", "O", "H", "C", "O", "C", "Rh", "C", "C", "C", "H", "H", "N", "O", "C", "O", "C", "H", "H", "H", "H", "H", "C", "C", "H"], "xyz": [[0.7223, -0.8819, 0.4272], [-2.7566, 1.4020, 0.1477], [5.4859, -0.8937, -2.4458], [-0.7156, -5.0155, 0.6673], [1.0178, 3.1353, 0.7972], [-0.2589, 1.8642, -0.7274], [0.4317, 0.3219, 0.5828], [0.0814, -1.0265, -3.4853], [-1.4278, 3.5330, 0.4807], [4.7857, -1.7503, -2.1829], [-2.9340, -2.4242, -1.3473], [-1.8277, 1.4274, 0.7279], [0.0057, -3.0164, -1.4403], [-0.6862, 1.0060, -0.1858], [-1.8328, -2.7565, -1.4436], [-1.6288, 2.8312, 1.2992], [1.6964, -1.8776, -2.3888], [-1.0493, 0.2864, -0.9295], [1.0837, 1.1224, 1.4789], [0.0489, -5.2900, 1.4684], [0.8737, 2.5526, 1.7248], [0.6089, -4.9957, -3.5825], [0.6112, -1.7821, -2.7245], [-2.5593, 3.1510, 1.7837], [1.9142, 0.7038, 1.8963], [-1.9499, 0.7094, 1.5512], [-0.4405, 3.9288, 2.7065], [-0.7075, 2.2388, 3.1620], [0.2575, -4.2745, -2.7744], [-0.4946, 2.9032, 2.3162], [1.6446, 2.8674, 2.4400]], "forces_ev_per_a": [[0.310, 2.118, 0.954], [0.193, -0.046, 0.080], [-1.137, -1.523, 0.467], [1.917, -0.322, 1.574], [-0.090, -0.361, -0.076], [-0.178, -0.146, 0.071], [-1.819, -1.444, -1.965], [1.128, -0.743, 0.089], [-0.124, -0.025, 0.086], [1.056, 1.536, -0.474], [2.992, -0.924, -0.574], [-0.482, 0.435, 0.400], [-0.292, -2.000, 4.169], [0.571, -0.669, -0.486], [-5.805, 1.304, 0.902], [-0.007, -0.123, 0.094], [0.264, 0.979, -1.558], [0.232, 0.153, 0.159], [1.038, 0.993, 0.664], [-1.725, 0.475, -1.649], [1.064, -0.282, 0.472], [-0.773, 1.316, 0.953], [1.236, 4.007, -1.433], [0.196, -0.004, -0.040], [0.049, -0.161, 0.325], [-0.078, 0.058, -0.162], [0.366, -0.271, -0.086], [0.162, 0.126, -0.044], [1.166, -4.191, -2.598], [-1.405, 0.013, 0.027], [-0.025, -0.280, -0.343]], "charge": 2, "s2": 6.035, "gap_ev": [6.84, 6.32], "e_above_lowest_kcal_mol": 36.2, "energy_ha": -1042.24011, "multiplicity": 5}

***

{"formula": "C3H14NO3", "method": "the ωB97M-V functional and the def2-TZVPD basis", "symbols": ["H", "H", "H", "O", "N", "H", "H", "O", "O", "H", "H", "C", "C", "H", "H", "H", "H", "H", "H", "C", "H"], "xyz": [[-1.8234, 0.7873, 2.4311], [0.1161, 0.3248, 1.0086], [-0.2763, 0.2038, -2.2767], [-1.6706, 0.6450, 1.4936], [0.8950, 0.2964, 0.3255], [1.0842, -1.6652, -0.4553], [-2.4042, 0.1342, 1.1134], [-3.9252, -0.7985, 0.3635], [3.6165, -0.0685, 0.4438], [3.8630, -0.9401, 0.1129], [4.4199, 0.3884, 0.7249], [-0.5647, -0.5024, -1.4997], [1.6659, 1.3119, 0.3047], [1.4161, 2.1355, 0.9620], [1.5016, -0.2581, -1.5321], [-0.9022, -1.4010, -2.0297], [-1.3956, -0.0974, -0.9002], [-4.6423, -1.2194, 0.8454], [-4.2274, -0.0539, -0.1624], [0.8320, -0.6633, -0.7888], [2.4215, 1.4403, -0.4846]], "forces_ev_per_a": [[-0.363, -0.124, -0.006], [-0.120, -0.309, -0.276], [-0.854, 0.267, -0.130], [0.722, 0.158, -0.199], [-0.146, 0.831, -0.196], [-0.036, 0.013, 0.052], [-0.282, -0.199, 0.422], [1.007, 0.028, 0.052], [0.539, -0.189, 0.112], [0.313, 0.118, 0.151], [0.088, -0.399, -0.076], [0.666, 0.028, -0.246], [-0.760, 0.302, -0.930], [0.445, -0.151, 0.445], [0.773, -0.568, 0.105], [0.236, 0.049, 0.433], [0.617, -0.285, -0.096], [-0.254, 0.316, -0.200], [-0.662, -0.170, 0.091], [-1.268, 0.370, -0.034], [-0.661, -0.087, 0.525]], "charge": 1, "gap_ev": 11.45, "e_above_lowest_kcal_mol": 27.9, "energy_ha": -402.91211}

***

{"formula": "C6H11N3", "method": "the ωB97M-V functional and the def2-TZVPD basis", "symbols": ["H", "H", "C", "N", "H", "N", "C", "H", "H", "C", "H", "H", "H", "C", "H", "C", "N", "H", "H", "C"], "xyz": [[0.0399, -0.5777, 2.3133], [-2.3067, -1.4633, -0.5054], [0.1770, -0.7278, -0.6560], [0.2503, 1.3322, -0.4381], [-2.0417, -1.0434, 1.1720], [0.3182, -0.7205, -1.9043], [-1.7047, -1.6263, 0.4128], [1.4342, 2.0447, 1.2095], [0.5173, 3.2321, 0.0896], [0.5442, 2.2302, 0.6127], [1.4056, -1.5386, 1.3500], [-0.2875, 2.2019, 1.5076], [0.9909, 0.3976, -3.5881], [0.3926, -1.5230, 1.6189], [-1.7621, -2.8019, 0.5471], [0.5560, 0.4014, -2.5465], [-0.2390, -1.4527, 0.3572], [0.9799, 2.4414, -2.1968], [0.0992, -2.3463, 2.3225], [0.6364, 1.5400, -1.6780]], "forces_ev_per_a": [[1.295, -1.723, -1.678], [1.086, 0.374, 0.320], [1.623, 1.710, -0.334], [0.498, -2.733, -0.869], [-1.484, 1.335, 2.492], [-0.346, -1.752, 1.608], [0.965, -4.954, -2.226], [0.535, 0.006, -0.574], [0.360, -0.483, 1.387], [-2.432, 1.696, 1.771], [1.710, 0.176, 0.680], [1.511, 0.181, -2.415], [-0.871, -0.043, 1.381], [-1.529, 2.194, 2.816], [-0.698, 2.349, 0.469], [1.181, 2.692, -0.912], [-2.961, 0.037, -1.732], [-0.002, 0.263, 0.969], [0.176, 0.110, -1.430], [-0.616, -1.435, -1.724]], "charge": 0, "gap_ev": 7.98, "e_above_lowest_kcal_mol": 101.9, "energy_ha": -399.33282}

***

{"formula": "C11H20Br4CaClFLiN2OS", "method": "the ωB97M-V functional and the def2-TZVPD basis", "symbols": ["H", "H", "H", "C", "H", "C", "O", "F", "N", "S", "H", "Ca", "H", "H", "H", "H", "Br", "Cl", "H", "C", "C", "H", "C", "Br", "Br", "C", "H", "H", "Li", "C", "H", "C", "H", "C", "N", "H", "C", "H", "C", "H", "H", "H", "Br"], "xyz": [[-0.8218, -2.7008, 0.1105], [-2.4299, 1.3417, -1.6657], [3.2491, 1.0497, -2.0066], [-1.5924, 2.5180, 3.9822], [4.5390, 1.0130, 0.0567], [-1.4986, 1.6033, -1.1276], [-1.1428, 3.7522, 1.6793], [1.0126, 2.1715, -0.4001], [-1.1135, -0.7213, -0.4556], [-1.0467, 4.0090, 3.1407], [-4.8138, -3.9635, 1.0087], [-0.7681, -0.0963, -3.3313], [0.7915, 3.9198, 4.6608], [1.1217, 1.2966, -2.1046], [-0.9910, 2.3687, -1.7096], [1.4270, -2.8264, -0.7327], [-6.2041, -3.5732, -0.9887], [2.4582, 1.6376, -3.7874], [1.0753, 2.9100, 3.2064], [-4.6293, -4.1165, -0.0501], [2.8150, -0.8032, -2.1419], [-1.0486, 1.6571, 3.5904], [0.6856, 3.8578, 3.5776], [-3.0924, -2.9528, -0.5155], [-4.2499, -8.4257, -1.5025], [1.4383, -0.8230, -1.5363], [-1.4201, 2.6206, 5.0530], [3.0308, 0.2227, 0.4648], [3.9655, -3.4066, -1.9364], [-0.3941, -1.8453, -0.3731], [-1.7101, 1.9605, -0.1194], [3.9185, 0.1551, -0.1747], [-2.6580, 2.3987, 3.7965], [-0.6260, 0.3570, -1.0621], [3.6464, 0.1643, -1.5942], [-2.0516, -0.7260, -0.0455], [0.8661, -1.9134, -0.8637], [1.2207, 4.6808, 3.1103], [0.7056, 0.3732, -1.6420], [3.2936, -1.8295, -2.0909], [2.7061, -0.5314, -3.1959], [4.4877, -0.7377, 0.1147], [-4.1513, -6.0464, -0.3987]], "forces_ev_per_a": [[-0.243, 0.061, 0.273], [-0.374, 0.112, 0.398], [1.157, -0.462, 0.710], [-0.002, -0.125, 0.012], [0.077, 0.073, 0.027], [0.169, -1.136, -1.130], [-0.236, -0.310, -0.186], [0.021, -0.900, -0.268], [0.360, 0.186, -0.248], [0.015, 0.186, 0.097], [0.124, 0.337, -0.033], [-0.141, 0.352, -2.642], [-0.026, 0.031, 0.002], [-0.409, -0.224, -0.014], [0.256, 0.271, 0.409], [-0.086, -0.171, 0.054], [0.133, 0.053, -0.052], [-1.174, 0.131, -1.208], [-0.042, 0.006, -0.063], [-0.222, -0.503, 0.607], [-0.212, -0.857, 0.042], [0.042, 0.039, -0.022], [0.126, -0.088, 0.058], [-0.520, 0.112, -0.231], [0.310, -0.710, -0.021], [-0.267, -0.058, -0.186], [-0.012, 0.018, 0.003], [-0.100, 0.007, -0.022], [0.377, -0.220, -0.001], [0.511, -1.185, 1.002], [0.011, 0.292, 0.029], [-0.287, 0.059, 0.200], [-0.009, 0.061, -0.006], [1.660, 2.473, 1.166], [0.384, 1.181, -0.130], [-0.046, -0.034, -0.040], [0.642, 0.552, -0.622], [-0.050, 0.023, -0.035], [-1.149, -0.224, 2.808], [-0.394, 0.264, 0.100], [0.120, -0.249, -0.144], [0.007, -0.063, -0.118], [-0.498, 0.639, -0.574]], "charge": 1, "gap_ev": 2.32, "energy_ha": -12554.80088}

***

{"formula": "C16H19NO3S2", "method": "the ωB97M-V functional and the def2-TZVPD basis", "symbols": ["C", "H", "C", "H", "C", "S", "H", "H", "H", "C", "C", "C", "C", "H", "H", "H", "H", "O", "H", "C", "C", "C", "H", "H", "C", "O", "H", "H", "C", "C", "H", "H", "S", "C", "O", "H", "H", "C", "C", "N", "H"], "xyz": [[-2.6132, 3.1622, 0.7342], [-4.1944, -3.4355, -1.1663], [0.2369, -2.0834, 0.7575], [-1.3792, -3.6420, -2.6225], [4.6485, 0.6701, 1.0712], [-0.7818, 2.2678, -0.8375], [2.5434, -2.6822, -0.0113], [-3.2169, -1.9134, 0.8176], [0.5180, -0.6175, -0.6211], [3.1889, -0.6545, -0.1406], [2.2870, -1.7693, -0.5553], [4.3443, 1.5171, 0.0574], [-1.2599, 3.9061, -0.9723], [-3.3620, 3.2048, 1.5037], [-0.7910, 4.5321, -1.7057], [-0.4538, -3.6342, -1.1207], [-2.6644, 5.2251, -0.0126], [0.6511, -3.0502, 1.3600], [-2.1922, -3.3498, 0.9201], [-2.2735, -2.4503, -1.0555], [-2.2782, -2.3568, 0.4780], [-1.1443, -1.4900, 1.0445], [-3.7070, -2.6405, -2.6640], [-1.2665, -1.4349, 2.1344], [-2.2346, 4.2423, -0.0820], [-2.7628, 0.4597, 2.0152], [2.3646, -1.9486, -1.6331], [4.0869, -1.3733, 1.6693], [-1.9165, 2.0182, 0.4469], [-2.0335, 0.7138, 1.0902], [4.6992, 2.5142, -0.1117], [-1.9382, -4.5737, -1.2329], [3.2399, 0.8186, -1.0593], [-3.7052, -2.5561, -1.5796], [-1.1976, -0.1655, 0.5098], [-4.2849, -1.6777, -1.3038], [-1.8298, -1.5326, -1.4587], [3.9811, -0.5715, 0.9610], [-1.4564, -3.6469, -1.5373], [0.9098, -1.4595, -0.2264], [5.3225, 0.9164, 1.8718]], "forces_ev_per_a": [[0.146, -0.553, 0.055], [-0.097, -0.120, 0.046], [-0.300, 0.536, -0.077], [0.031, -0.054, -0.122], [0.059, 0.226, -0.030], [-0.407, 0.359, 0.288], [0.011, 0.105, -0.166], [0.047, -0.032, 0.081], [-0.027, -0.081, 0.153], [0.086, 0.261, -0.212], [-0.032, -0.152, 0.016], [-0.198, 0.038, -0.228], [0.146, -0.351, -0.026], [-0.130, -0.032, 0.155], [0.070, 0.173, -0.140], [0.136, -0.101, -0.014], [-0.051, 0.170, -0.011], [-0.053, -0.309, 0.226], [-0.025, -0.039, 0.069], [-0.149, -0.189, 0.040], [0.188, 0.385, -0.180], [-0.296, -0.648, 0.627], [-0.063, -0.036, -0.125], [0.156, 0.000, -0.250], [0.095, 0.133, -0.148], [0.143, -0.048, -0.170], [0.036, -0.103, 0.144], [-0.021, -0.197, 0.119], [0.215, 0.424, -0.421], [-0.305, 0.004, 0.409], [0.118, 0.202, 0.023], [-0.046, -0.138, 0.042], [0.252, -0.333, 0.444], [0.277, 0.161, 0.008], [0.081, -0.092, -0.152], [-0.109, 0.067, 0.024], [-0.036, -0.035, 0.001], [-0.150, -0.156, -0.223], [0.003, 0.262, 0.014], [0.074, 0.213, -0.407], [0.125, 0.080, 0.117]], "charge": 0, "gap_ev": 9.16, "e_above_lowest_kcal_mol": 0.0, "energy_ha": -1697.97332}

***

{"formula": "C4H11S", "method": "the ωB97M-V functional and the def2-TZVPD basis", "symbols": ["H", "C", "H", "C", "S", "C", "H", "H", "H", "H", "H", "C", "H", "H", "H", "H"], "xyz": [[-0.2278, 3.0627, 1.6602], [-0.3468, -2.0573, -0.9130], [-0.3623, 0.1467, -0.4369], [-1.1249, 2.7908, 1.0681], [-1.9114, 1.2014, 1.8206], [0.2183, -0.7166, -0.2120], [2.0479, -1.6778, -0.0325], [1.9290, -0.3987, -1.5699], [-0.2967, -2.2765, -1.9863], [0.0411, -0.7151, 0.9581], [-1.7585, 3.7336, 1.3037], [1.7258, -0.7369, -0.4626], [0.1290, -3.0457, -0.4728], [-1.3471, -2.2866, -0.7110], [2.1659, 0.1539, -0.0045], [-0.8814, 2.8221, -0.0093]], "forces_ev_per_a": [[-0.015, -0.502, -0.511], [1.648, -1.431, 1.594], [-0.147, 0.752, -0.811], [-0.874, 1.064, 1.666], [0.536, 1.407, -0.815], [-0.221, -2.877, 1.459], [0.889, 0.005, -0.644], [-0.082, -1.830, 1.572], [0.617, 1.039, -0.127], [0.150, -0.544, -2.301], [0.440, -1.524, -0.642], [-0.842, 2.899, -1.697], [-0.263, 1.995, -0.508], [-1.899, 0.331, 0.627], [0.231, -0.412, 0.747], [-0.168, -0.372, 0.392]], "charge": -1, "gap_ev": 6.02, "e_above_lowest_kcal_mol": 45.5, "energy_ha": -557.15025}